Entry from OMol25: a 15-piece molecular cluster, C34H84N6O9S9 overall in a non-equilibrium geometry (ωB97M-V/def2-TZVPD).

```
! wB97M-V def2-TZVPD RIJCOSX def2/J DEFGRID3
* xyz 1 2
C 10.01297 -30.07718 -6.42855
C 11.42249 -29.74909 -6.23281
N 12.28453 -30.12667 -7.35405
C 12.65278 -31.55030 -7.65897
C 13.07931 -32.36138 -6.43084
C 12.05035 -29.37687 -8.58568
C 13.31945 -29.52406 -9.51583
H 9.42920 -29.41507 -7.06802
H 9.44542 -30.01074 -5.50034
H 9.93657 -31.11299 -6.75924
H 11.44397 -28.66209 -6.15481
H 11.65184 -30.22871 -5.28126
H 11.76360 -32.00605 -8.09458
H 13.55487 -31.75389 -8.23593
H 13.37924 -33.40183 -6.55566
H 14.01232 -31.96372 -6.03150
H 12.29663 -32.48477 -5.68233
H 11.92125 -28.32285 -8.33980
H 11.13194 -29.67772 -9.08980
H 14.25207 -29.05056 -9.20905
H 13.09084 -29.04297 -10.46683
H 13.53419 -30.51963 -9.90422
C 13.46977 -37.09513 -4.57888
C 13.59552 -35.59630 -4.28954
N 13.56715 -34.45340 -4.07267
H 12.64974 -37.31432 -3.89506
H 14.36490 -37.62038 -4.24578
H 13.27012 -37.13487 -5.64970
C 12.27384 -36.42769 -9.34641
C 11.53751 -35.50140 -8.58705
N 10.94003 -34.68673 -7.96380
H 13.25834 -36.08642 -9.66640
H 11.75801 -36.87696 -10.19504
H 12.69188 -37.24087 -8.75305
C 11.63240 -31.18202 -2.06324
C 11.63962 -30.69908 -0.67066
N 11.63049 -30.32741 0.41742
H 11.91725 -32.23391 -2.08503
H 12.40351 -30.69380 -2.65918
H 10.62079 -31.04148 -2.44403
C 15.97829 -32.10288 -10.05128
C 16.10652 -32.97819 -8.85398
N 16.24230 -33.62105 -7.96957
H 14.91393 -32.06415 -10.28311
H 16.60546 -32.42228 -10.88359
H 16.29481 -31.10113 -9.76075
C 9.51485 -33.85789 -5.18263
C 9.17468 -33.30772 -3.83890
N 8.86532 -32.90077 -2.81044
H 8.65082 -33.66183 -5.81754
H 9.65690 -34.93186 -5.06206
H 10.38901 -33.31246 -5.53824
C 6.94725 -31.15063 -9.18998
S 6.48890 -32.44698 -7.91493
O 6.60830 -31.64025 -6.60015
C 4.65490 -32.43114 -8.23625
H 6.25569 -30.30860 -9.16151
H 6.87588 -31.49296 -10.22237
H 8.00203 -30.90550 -9.06568
H 4.48698 -32.64751 -9.29128
H 4.22882 -31.55406 -7.74913
H 4.22362 -33.28042 -7.70632
C 12.93999 -25.70273 -4.53837
S 11.72947 -26.89545 -3.87595
O 12.40523 -28.18390 -3.54285
C 11.18557 -25.98047 -2.41969
H 13.53757 -25.47841 -3.65481
H 12.60226 -24.76055 -4.97001
H 13.39708 -26.22318 -5.37998
H 11.96363 -25.56888 -1.77679
H 10.45813 -26.65277 -1.96477
H 10.76308 -24.99316 -2.60625
C 12.37255 -27.50975 -13.78221
S 11.44876 -28.38863 -15.06061
O 11.90907 -27.84021 -16.41358
C 11.99285 -30.10444 -14.72420
H 13.46118 -27.55943 -13.76004
H 12.01236 -27.62674 -12.76012
H 12.20693 -26.47058 -14.06642
H 12.82979 -30.28708 -15.39819
H 11.20683 -30.85763 -14.77882
H 12.46141 -30.18040 -13.74299
C 13.18163 -23.60008 -8.42803
S 13.16655 -25.41205 -8.48347
O 14.59816 -25.84077 -8.79931
C 12.19100 -25.38324 -10.06366
H 13.95490 -23.14078 -9.04381
H 13.41391 -23.25879 -7.41923
H 12.27145 -23.02381 -8.59412
H 11.61892 -26.30996 -10.10875
H 12.76861 -25.47218 -10.98374
H 11.43483 -24.60106 -10.13080
C 6.27198 -30.66485 -2.18746
S 6.08308 -28.86775 -2.55774
O 5.65730 -28.15277 -1.27925
C 7.89710 -28.60122 -2.86326
H 6.69327 -31.23717 -3.01393
H 5.38677 -31.13337 -1.75735
H 7.01500 -30.63491 -1.39051
H 8.31690 -28.95738 -3.80402
H 8.48449 -28.92752 -2.00501
H 7.91247 -27.52001 -3.00048
C 15.48158 -26.15248 -11.90303
S 14.98405 -25.07233 -13.31527
O 13.51785 -24.70023 -13.13431
C 15.91982 -23.59958 -12.66211
H 15.39600 -25.62154 -10.95493
H 16.52237 -26.46093 -12.00172
H 14.88106 -27.04027 -11.70478
H 15.60494 -23.23797 -11.68324
H 15.95380 -22.77243 -13.37117
H 16.99557 -23.77494 -12.65122
C 16.91146 -26.00761 -6.39843
S 17.17135 -27.55379 -7.39190
O 18.24605 -28.23450 -6.59706
C 15.65563 -28.42400 -6.89441
H 17.69224 -25.28814 -6.64508
H 17.10725 -26.12831 -5.33297
H 15.93512 -25.53041 -6.48289
H 14.71971 -28.02556 -7.28605
H 15.57234 -28.17734 -5.83595
H 15.60713 -29.51208 -6.93710
C 3.44492 -27.78672 -6.96638
S 5.08122 -28.16120 -7.71667
O 5.31849 -26.79631 -8.46301
C 6.06707 -28.38782 -6.25865
H 3.27102 -28.55162 -6.20956
H 2.62194 -27.79750 -7.68100
H 3.43104 -26.79550 -6.51319
H 7.13339 -28.45456 -6.47456
H 5.85733 -29.39401 -5.89577
H 5.80377 -27.68267 -5.47027
C 8.55767 -28.53189 -10.39493
S 7.93860 -27.43321 -11.68634
O 8.69082 -27.69795 -13.03324
C 6.25598 -28.24480 -11.88101
H 9.60459 -28.29534 -10.20493
H 8.47572 -29.58596 -10.66013
H 8.09666 -28.32251 -9.42967
H 5.53312 -27.56359 -12.32993
H 5.63965 -28.38163 -10.99247
H 6.25923 -29.15118 -12.48646
*
```

Output
⟨S²⟩	0.754
LUMO level (spin up / spin down)	-2.465 / -6.560	eV
HOMO level (spin up / spin down)	-0.368 / -0.368	Eh

***

Entry from OMol25: a 9-piece molecular cluster, C34H85N3O9 overall in a non-equilibrium geometry (ωB97M-V/def2-TZVPD).

```
! wB97M-V def2-TZVPD RIJCOSX def2/J DEFGRID3
* xyz 0 1
C 4.37047 3.81953 -2.77458
C 2.90037 3.42148 -2.96671
C 1.94819 4.08983 -1.98514
O 2.26307 3.75286 -0.72878
C 1.37817 4.35609 0.27086
N 2.39930 3.62379 -4.30363
H 4.55406 4.92104 -2.86173
H 4.97886 3.30397 -3.55725
H 4.71668 3.55079 -1.80282
H 2.90612 2.37804 -2.66933
H 0.95052 3.69807 -2.18104
H 1.95787 5.15455 -2.14424
H 1.56066 3.96047 1.28005
H 0.33442 4.18322 -0.01472
H 1.72990 5.39328 0.28551
H 2.86200 3.14248 -5.06867
H 2.16697 4.58787 -4.53286
C -3.25963 1.67362 -1.10503
C -3.40182 2.84863 -2.02851
O -2.17040 3.51811 -2.29396
H -2.51037 0.99770 -1.41745
H -4.25663 1.14051 -1.13634
H -3.12287 2.00348 -0.06516
H -4.05783 3.60425 -1.51168
H -3.84898 2.51898 -2.96286
H -1.63471 2.92038 -2.87307
C 5.69609 -0.69740 -1.88090
C 4.22716 -1.03668 -1.81129
O 3.51225 0.09168 -1.30771
H 6.26789 -1.48288 -2.32220
H 6.08595 -0.58682 -0.88784
H 5.90284 0.24272 -2.33377
H 4.15660 -1.91080 -1.14908
H 3.90894 -1.37385 -2.79937
H 3.45668 -0.00625 -0.35790
C 3.77810 2.04272 1.93956
C 3.91799 0.58535 2.30017
O 3.22413 -0.13102 1.25699
H 4.06440 2.76525 2.70958
H 2.72795 2.21613 1.55663
H 4.43015 2.27738 1.05606
H 3.43918 0.37250 3.26220
H 4.97938 0.34313 2.37638
H 3.52675 -1.06661 1.42926
C -1.80639 0.49142 -5.10298
C -0.38156 1.01863 -5.06485
O -0.22004 1.99812 -3.97398
H -1.87673 -0.08324 -6.04985
H -2.56267 1.29347 -5.04444
H -1.98796 -0.16797 -4.26243
H -0.12997 1.51360 -6.02883
H 0.43172 0.18552 -4.96070
H 0.66513 2.39853 -4.12591
C 0.27939 1.15789 -0.69589
C 0.40674 -0.36481 -0.84430
O -0.66514 -0.74032 -1.66776
H 1.19810 1.49118 -0.25841
H -0.57714 1.47282 -0.07245
H 0.14597 1.56129 -1.69841
H 0.46512 -0.97949 0.06058
H 1.40062 -0.52479 -1.29291
H -0.88638 -1.71196 -1.42394
C 1.93229 -2.77870 2.64820
C 2.91041 -3.30037 1.59355
O 4.20265 -2.66954 1.56243
H 2.38335 -2.58006 3.58523
H 1.09051 -3.51135 2.78205
H 1.53233 -1.79098 2.37595
H 2.46478 -3.19870 0.59849
H 3.09056 -4.37254 1.75540
H 4.64371 -2.87142 2.36487
C -1.18956 2.72442 6.72566
C -1.55324 2.36034 5.27565
C -0.25419 2.63448 4.47948
C -0.23643 1.96494 3.09369
C -0.56316 0.48930 3.19978
C -1.91181 0.16867 3.86589
N -1.84833 0.89443 5.13144
O -3.13591 0.60400 5.85330
C -3.12233 0.52213 2.90763
C -1.98065 -1.27992 4.25524
C -2.70442 3.25323 4.79520
H -0.42913 2.11928 7.18306
H -2.04847 2.70615 7.44151
H -0.90847 3.74763 6.85666
H -0.20285 3.70921 4.35544
H 0.64181 2.25455 5.01956
H 0.79816 2.02775 2.72279
H -0.79842 2.54690 2.37268
H 0.24256 -0.06258 3.73160
H -0.61170 0.05952 2.16651
H -2.89160 1.24047 2.06911
H -3.39363 -0.33198 2.31472
H -3.96756 0.85952 3.46147
H -3.00317 -1.58533 4.59591
H -1.87802 -1.97336 3.44943
H -1.20896 -1.57455 4.94884
H -2.32349 4.32404 4.76935
H -3.59843 3.22578 5.43583
H -2.92408 3.04490 3.78350
H -2.78969 0.10391 6.60268
C -2.83837 -2.33825 0.31555
C -2.83113 -3.30979 -0.80324
C -3.40610 -2.63800 -2.09038
C -3.10401 -3.32209 -3.41487
C -1.64824 -3.47431 -3.50463
C -1.00209 -4.21876 -2.35926
N -1.37045 -3.51803 -1.10027
O -0.78733 -4.21489 -0.03217
C -1.32005 -5.70509 -2.30566
C 0.54868 -3.94280 -2.55785
C -3.63996 -4.57226 -0.46955
H -2.34948 -2.76406 1.18559
H -2.35276 -1.37626 0.08364
H -3.83577 -2.13600 0.68763
H -4.48895 -2.50877 -1.83787
H -3.02068 -1.67178 -2.11036
H -3.61566 -4.30140 -3.55738
H -3.44370 -2.76787 -4.32332
H -1.17155 -2.51011 -3.53867
H -1.38499 -4.02887 -4.37645
H -0.60389 -6.24786 -1.69641
H -1.14372 -6.19249 -3.26558
H -2.33068 -5.91481 -2.08339
H 1.20493 -4.40594 -1.78220
H 0.77386 -2.88273 -2.48788
H 0.96668 -4.37242 -3.46141
H -3.16081 -5.24252 0.29962
H -4.51535 -4.28907 0.17383
H -4.06495 -5.16586 -1.32755
H -1.43451 -4.88859 0.23051
*
```

Output
LUMO level	0.446	eV
HOMO level	-0.314	Eh